1.
ORCA calculation (ωB97M-V/def2-TZVPD) on C4H10O as an isolated structure at a distorted geometry.

Each line ends with the natural charge from an NBO analysis.
Positions of all 15 atoms, in Å:
C1 1.015 -0.387 -0.643  -0.19
C2 -1.979 0.513 0.293  -0.24
C3 0.183 -1.328 0.008  -0.18
C4 1.421 0.901 0.000  -0.64
O1 -1.292 -0.304 -0.593  -0.75
H1 1.088 -0.462 -1.723  0.24
H2 -1.894 1.580 0.020  0.15
H3 -1.632 0.443 1.346  0.13
H4 -3.058 0.287 0.320  0.15
H5 1.382 0.839 1.088  0.22
H6 2.424 1.205 -0.306  0.22
H7 0.062 -1.265 1.085  0.22
H8 -0.087 -2.232 -0.522  0.24
H9 1.651 -1.463 -0.056  0.19
H10 0.715 1.674 -0.316  0.24

Summary:
HOMO-LUMO gap, eV: 9.0
LUMO, eV: 0.92
Maximum force, eV/A: 4.6
Charge: 0
Energy above the lowest of the compared OMol25 structures with the same formula, charge and spin, eV: 4.464
HOMO level, Ha: -0.296

=====

2.
ORCA calculation (ωB97M-V/def2-TZVPD) on a 3-piece molecular cluster, C5H14NO overall at a distorted geometry.

Each line ends with the natural charge from an NBO analysis.
Positions of all 21 atoms, in Å:
C1 3.268 -0.666 0.027  -0.58
C2 2.185 -0.159 0.969  -0.45
C3 1.115 0.634 0.356  -0.29
C4 -0.196 0.133 0.041  -0.18
C5 -1.074 0.912 -0.680  -0.08
N1 -2.294 0.241 -1.416  -0.70
H1 2.898 -1.014 -0.960  0.21
H2 3.899 -1.474 0.422  0.24
H3 3.727 0.374 -0.252  0.21
H4 2.596 0.276 1.952  0.24
H5 1.635 -1.118 1.251  0.20
H6 2.380 1.273 -0.756  0.09
H7 1.064 1.613 0.722  0.24
H8 -0.438 -0.850 0.450  0.24
H9 -0.947 1.921 -1.094  0.24
H10 -2.776 -0.324 -0.778  0.47
H11 -1.877 -0.222 -2.209  0.44
H12 -2.973 0.906 -1.787  0.44
H13 -3.764 -0.249 1.693  0.49
H14 -4.550 -1.445 1.146  0.51
O1 -3.878 -0.761 0.903  -0.98

Summary:
HOMO-LUMO gap, eV: 8.4
LUMO, eV: -4.04
Maximum force, eV/A: 4.6
Charge: +1
Energy above the lowest of the compared OMol25 structures with the same formula, charge and spin, eV: 5.453
HOMO level, Ha: -0.458

=====

3.
ORCA calculation (ωB97M-V/def2-TZVPD) on one molecule with the formula C3H2O2 at a distorted geometry.

Each line ends with the natural charge from an NBO analysis.
Positions of all 7 atoms, in Å:
C1 0.309 -0.308 -0.029  -0.33
C2 1.221 0.721 0.171  0.87
C3 -1.250 0.179 -0.126  -0.14
O1 -0.525 -0.336 -1.174  -0.47
O2 1.850 1.648 0.383  -0.33
H1 0.322 -1.349 0.366  0.28
H2 -1.927 -0.554 0.408  0.11

Summary:
HOMO-LUMO gap (alpha / beta), eV: 6.5 / 6.5
LUMO (alpha / beta), eV: -0.80 / -0.81
Maximum force, eV/A: 2.8
Charge: 0
Energy above the lowest of the compared OMol25 structures with the same formula, charge and spin, eV: 4.772
HOMO level (alpha / beta), Ha: -0.269 / -0.269

=====

4.
ORCA calculation (ωB97M-V/def2-TZVPD) on C23H48N2O2P2Pd as an isolated structure at a distorted geometry.

Each line ends with the Löwdin spin population.
Positions of all 78 atoms, in Å:
Pd1 -0.633 0.302 0.150  1.08
C1 -2.135 1.413 0.320  0.19
O1 -3.060 2.118 0.391  0.08
C2 -0.482 -1.574 0.511  0.18
O2 -0.479 -2.689 0.851  0.07
P1 -1.061 0.234 -2.290  0.34
C3 0.031 -0.909 -3.280  0.07
H1 -0.364 -0.868 -4.307  0.02
C4 -2.770 -0.348 -2.738  0.04
H2 -2.956 -1.061 -1.916  0.01
C5 -0.721 1.821 -3.198  0.09
H3 0.363 1.931 -3.039  0.00
C6 0.416 2.622 2.937  0.07
P2 0.144 0.812 2.520  0.34
H4 1.790 0.288 4.183  0.02
H5 1.266 2.856 2.280  0.00
C7 -0.913 0.224 3.946  0.06
H6 -0.579 0.856 4.785  0.02
C8 -3.864 0.720 -2.683  0.00
H7 -3.708 1.510 -3.434  0.00
H8 -3.964 1.174 -1.689  0.00
H9 -4.822 0.219 -2.905  0.00
C9 -2.913 -1.117 -4.060  0.03
H10 -3.945 -1.500 -4.100  0.00
H11 -2.234 -1.972 -4.145  0.00
H12 -2.766 -0.463 -4.934  0.00
C10 -0.970 1.772 -4.707  0.05
H13 -0.376 1.007 -5.219  0.00
H14 -0.677 2.746 -5.126  0.01
H15 -2.030 1.616 -4.944  0.00
C11 -1.385 3.060 -2.599  0.01
H16 -0.848 3.941 -2.982  0.00
H17 -1.309 3.076 -1.508  0.01
H18 -2.440 3.142 -2.889  0.00
C12 1.485 -0.445 -3.286  0.01
H19 1.639 0.476 -3.867  0.00
H20 2.116 -1.218 -3.753  0.00
H21 1.856 -0.268 -2.267  0.00
C13 -0.104 -2.333 -2.746  0.01
H22 0.344 -2.419 -1.747  0.00
H23 0.463 -3.014 -3.400  0.00
H24 -1.140 -2.690 -2.699  0.00
C14 0.814 2.893 4.392  0.04
H25 1.679 2.312 4.731  0.00
H26 -0.033 2.711 5.068  0.00
H27 1.070 3.959 4.473  0.01
C15 -0.700 3.596 2.571  0.01
H28 -1.562 3.494 3.245  0.00
C16 2.135 -1.271 2.698  0.00
H29 -1.030 3.490 1.534  0.00
H30 -0.299 4.616 2.690  0.00
C17 2.970 1.031 2.532  0.01
H31 2.352 -1.372 1.624  0.00
H32 3.055 -1.568 3.230  0.00
H33 1.335 -1.985 2.922  0.00
C18 1.830 0.184 3.081  0.09
H34 3.922 0.600 2.874  0.00
H35 2.962 2.077 2.850  0.00
H36 2.956 0.986 1.436  0.00
C19 -0.681 -1.245 4.310  0.01
H37 -0.861 -1.903 3.449  0.00
H38 -1.403 -1.535 5.085  0.00
H39 0.326 -1.437 4.697  0.00
C20 -2.407 0.450 3.713  0.00
H40 -2.668 1.510 3.618  0.00
H41 -2.953 0.034 4.573  0.00
H42 -2.759 -0.076 2.814  0.00
H43 2.879 -0.207 -0.607  0.01
H44 3.451 0.097 -0.232  0.00
N1 3.006 -4.968 -0.106  0.04
C21 3.990 -4.224 -0.747  0.35
C22 3.411 -2.987 -0.944  0.30
N2 2.135 -2.973 -0.418  0.03
C23 1.917 -4.171 0.092  0.25
H45 3.058 -5.937 0.176  0.00
H46 4.971 -4.586 -1.006  0.01
H47 3.842 -2.134 -1.446  0.01
H48 1.025 -4.508 0.611  0.01

Summary:
Expectation value of S²: 6.02
HOMO-LUMO gap (alpha / beta), eV: 7.8 / 4.6
LUMO (alpha / beta), eV: -12.80 / -16.95
Maximum force, eV/A: 8.9
Charge: +4
Energy above the lowest of the compared OMol25 structures with the same formula, charge and spin, eV: 0.000
HOMO level (alpha / beta), Ha: -0.757 / -0.792
Spin multiplicity: 5

=====

Question: What is the charge in the second record?
Answer: +1